Here is a structure of composition C21H62B3IN9O11P5 from the OMol25 dataset. Energies are from ωB97M-V/def2-TZVPD.

The calculation puts the frontier orbital gap at 7.420 eV.

Structure (XYZ):
```
112
Properties=species:S:1:pos:R:3:forces:R:3:lowdin_charge:R:1
H 2.870801 2.867253 -7.140123 -0.084 -0.004 -0.057 0.082
H 3.519590 1.221763 -7.144581 0.066 -0.037 0.197 0.078
C -5.113690 -5.577439 1.403632 0.300 0.079 -0.059 -0.155
O -1.982055 -4.698564 -0.410554 1.043 0.154 -0.053 -0.287
C 2.163981 2.993425 2.285916 0.419 -0.123 -0.319 -0.140
C 0.173113 4.197266 -2.974657 -0.367 -0.137 -0.383 -0.142
C -5.372667 -1.108770 1.266866 0.208 0.094 0.296 -0.144
H 5.169832 6.503432 4.830584 -0.107 0.036 -0.041 0.086
C 1.460680 4.786963 3.677972 0.246 0.072 0.602 -0.143
H 3.996005 3.491098 -4.914093 0.077 -0.011 0.032 0.089
H 2.503200 4.707881 -2.001425 -0.195 0.033 -0.056 0.085
P 3.960658 4.934278 2.376388 -4.782 5.304 0.925 0.746
H -6.733791 -5.598038 3.652691 -0.077 -0.031 0.004 0.089
P 3.327813 -4.662172 -1.971383 -0.128 -0.820 0.294 0.518
H 5.097682 8.318557 1.637380 -0.078 -0.026 0.193 0.079
H 1.107792 2.728428 2.231252 -0.038 0.138 0.070 0.079
N 4.431696 4.649289 4.059282 2.309 -2.468 -1.134 -0.305
H -0.344369 3.496977 -2.298865 0.024 0.113 0.114 0.078
O -3.809763 -4.099757 3.008897 1.794 3.336 -1.381 -0.293
H -4.763951 -6.287974 2.162003 0.083 0.008 -0.026 0.083
C -0.629586 -4.502372 -4.078783 0.427 0.131 -0.547 0.001
H -5.076750 -1.638681 0.352693 -0.037 0.116 -0.077 0.080
H 0.232181 -0.385366 -4.469839 -0.080 -0.134 0.073 0.093
H 3.217554 0.873263 -2.515491 0.066 0.149 -0.244 0.072
C -6.852701 -2.899900 4.922795 -0.437 0.348 -0.375 -0.144
O 1.448378 -2.593079 -1.131247 -0.402 -1.578 0.305 0.167
H 4.410362 -5.098372 -3.754563 0.292 -0.151 -0.071 0.040
H 1.436951 5.859808 3.843325 0.140 -0.056 0.008 0.046
H -7.404460 -2.905199 0.728460 -0.021 -0.073 0.094 0.087
H -0.134872 -5.803982 0.768513 0.225 -0.243 0.311 0.051
H 0.330620 5.134116 -2.440034 0.162 -0.038 0.019 0.080
H 0.530353 -6.301449 -4.452614 0.196 0.050 0.026 0.136
H -8.152158 -2.597437 2.324689 0.125 -0.243 0.030 0.062
N -5.956115 -4.523173 1.985734 -0.145 -0.330 -0.111 -0.309
H -0.430601 -4.370961 -5.144545 -0.041 -0.029 -0.061 0.124
N 1.276962 1.086799 -3.310058 -3.465 -0.869 -0.777 -0.284
C -0.586900 -7.931417 -2.817976 -1.171 -1.717 0.372 -0.338
H 5.979368 3.559999 5.057326 -0.111 0.064 0.046 0.076
H 1.782477 1.475600 -7.157560 -0.024 0.051 0.035 0.067
C 4.725444 7.328783 1.362908 0.158 -0.171 -0.194 -0.158
C 0.122419 0.175317 -3.530392 -0.120 0.556 -0.073 -0.114
C -0.045590 -5.854126 -3.646138 -0.587 0.011 0.065 -0.167
H 0.434241 4.507508 3.430683 0.069 -0.133 -0.127 0.085
N -5.497657 -3.038989 4.438175 0.441 -0.141 0.431 -0.324
O 1.432422 -3.010228 -3.442055 -0.044 -1.864 0.195 0.254
P 1.214243 2.347209 -4.552103 6.709 2.516 0.384 0.746
C 2.420423 3.690247 -2.387252 0.165 -0.546 0.369 -0.135
O 4.033765 4.898077 0.873644 2.476 -2.747 0.842 -0.290
O 4.516990 -4.413362 -3.087699 -0.372 0.434 0.134 -0.382
H -4.244533 -5.168543 0.897021 0.009 0.017 0.040 0.047
C 2.717785 1.853061 -6.753467 -0.263 0.010 -0.138 -0.161
H 4.349663 2.057943 -3.906743 -0.184 0.100 0.119 0.055
H 2.606403 2.753663 1.317355 0.040 0.066 0.030 0.064
H -6.861832 -3.026005 6.007680 0.195 0.043 0.005 0.084
C 2.437005 0.280575 -2.989044 0.701 0.041 -0.254 -0.118
H 2.104534 7.326543 2.273975 -0.032 0.059 0.049 0.089
H -0.802124 0.761898 -3.584871 0.041 -0.044 -0.101 0.085
O -1.258968 -8.900663 -2.563264 0.431 1.187 -0.286 0.090
O 0.715992 3.117435 -5.746974 -3.081 -2.067 0.880 -0.288
H 5.626111 3.007592 3.428876 0.030 0.080 -0.027 0.075
H 2.160189 3.039874 -1.538419 0.021 -0.002 0.007 0.078
H 6.540239 4.512044 3.668479 0.084 -0.049 0.111 0.081
H 2.640437 2.357520 3.048864 -0.147 -0.051 0.030 0.080
H -3.577410 -2.372218 4.990520 -0.038 -0.028 -0.069 0.072
H 0.588542 -5.767253 -2.759212 0.183 0.004 -0.056 0.090
H -4.773190 -1.071055 4.805984 -0.049 0.032 0.154 0.078
H -4.464857 -0.747387 1.762885 0.003 -0.076 -0.049 0.075
H -7.942164 -4.616358 2.774715 0.092 0.149 0.153 0.051
O -1.114071 -6.779844 -3.300412 0.955 -0.066 0.164 -0.019
H -5.951349 -0.229106 0.984734 -0.101 -0.049 0.069 0.075
H -1.710372 -4.460810 -3.969501 -0.030 -0.123 0.269 0.128
B 0.091200 -2.932211 -1.141685 -0.183 0.837 0.054 -0.634
H -1.605287 -5.096133 -1.206423 -0.509 -0.225 -0.253 0.033
H 2.704557 7.437273 3.954254 -0.057 -0.223 -0.012 0.054
H 4.004358 7.456084 0.547224 0.057 -0.048 -0.064 0.082
C -7.041783 -5.220502 2.668519 -0.344 0.256 0.115 -0.155
H -5.688798 -6.136806 0.661587 -0.175 0.113 0.050 0.081
I 4.310253 -4.228707 0.214932 -0.074 0.152 -0.501 0.490
H 4.802807 2.058991 -5.563087 -0.166 -0.031 -0.175 0.079
H -7.514107 -3.669407 4.536137 0.066 0.066 -0.122 0.047
C 2.981560 7.524874 2.903979 -0.181 -0.058 0.409 -0.153
H 2.147485 -0.450015 -2.232109 -0.305 0.115 -0.008 0.079
O 0.360606 -4.974873 0.752821 -0.403 0.105 -0.748 -0.313
N 4.119849 6.687431 2.537557 -0.052 0.248 -0.157 -0.308
H 1.718825 4.290302 4.626023 0.011 0.014 0.003 0.083
H 3.239654 8.578955 2.788937 0.162 -0.059 -0.168 0.080
B 1.995570 -3.300254 -2.199579 1.342 2.373 0.034 -0.810
H -4.806744 -2.142525 6.222444 -0.134 -0.075 -0.023 0.078
H -7.845831 -1.278438 1.254883 0.290 0.137 0.076 0.087
O -0.623203 -2.638048 -2.307524 0.512 -1.519 0.309 0.221
N 2.332946 4.413195 2.586755 -0.253 -0.141 -0.525 -0.320
N 1.439098 3.647866 -3.450738 -0.143 0.525 -0.264 -0.320
H 3.418881 3.432881 -2.727253 -0.104 -0.117 -0.039 0.049
B 0.090943 -3.355478 -3.294629 -1.131 1.481 -0.708 -0.571
N -6.137382 -1.988559 2.188372 2.827 2.029 -1.130 -0.306
P -5.031969 -3.241942 2.789380 -5.128 -5.186 2.411 0.765
C 4.013724 2.393899 -4.887241 0.148 -0.071 0.429 -0.151
C 5.715675 3.901048 4.056359 -0.180 -0.270 -0.179 -0.142
C -4.624548 -2.107966 5.148046 0.452 -0.008 -0.288 -0.144
H 5.569114 6.760220 0.981911 -0.044 -0.045 -0.005 0.068
H 2.844556 -0.267622 -3.844598 0.061 0.104 -0.009 0.094
H -7.291534 -1.914622 4.701177 -0.011 -0.010 -0.015 0.082
H -0.003592 -0.533411 -2.720991 0.182 0.102 0.137 0.062
H -0.489366 4.412934 -3.814869 0.050 -0.065 -0.022 0.071
N 2.733550 1.815531 -5.285821 0.204 0.078 -0.210 -0.307
H 0.503594 -7.982613 -2.659071 -0.023 0.555 -0.181 0.152
C 4.509989 5.669328 5.086754 -0.164 0.689 -0.007 -0.143
P -0.784826 -3.823047 0.344453 -0.630 0.598 1.031 0.938
C -7.435615 -2.233788 1.591620 -0.361 -0.597 -0.128 -0.145
H 3.524241 6.040364 5.359907 -0.042 0.139 -0.249 0.064
H 4.894896 5.209630 6.000165 0.048 -0.263 -0.171 0.086
H -7.369699 -6.075274 2.074456 0.217 -0.018 -0.095 0.080
```
Forces are in eV/Å.

---

Here is a structure of composition C11H34Li5O12S from the OMol25 dataset. Energies are from ωB97M-V/def2-TZVPD.

As for the spin multiplicity: 2. Its total charge is +2. As for the expectation value of S²: 0.7643. The calculation puts the frontier orbital gap at 5.251 eV.

Structure (XYZ):
```
63
Properties=species:S:1:pos:R:3:forces:R:3:nbo_charge:R:1
C -3.679165 -3.285071 1.919827 -1.020 -0.481 0.742 0.104
H -5.068913 -4.904902 2.502219 -0.245 0.322 -0.317 0.233
Li 0.108124 2.231721 3.708877 -0.953 -0.582 0.138 0.971
H 4.799306 -2.347625 0.607989 -0.110 -0.403 -0.245 0.245
H 1.461158 2.538928 -7.792007 0.331 0.393 0.093 0.251
C -0.146025 0.831763 0.639819 0.740 0.865 -0.760 -0.103
O -1.870358 1.114085 6.531242 -0.325 0.877 -0.578 -0.735
Li 0.620407 4.256483 -1.618466 -0.039 -1.151 -0.321 0.988
H -0.103616 2.893017 -7.225767 -0.344 -0.567 0.487 0.222
H -0.023758 -0.235836 0.822546 -0.625 -0.296 -0.402 0.210
H -0.110185 0.461624 -1.609343 0.979 0.319 0.112 0.202
C 2.475661 -1.421808 2.977464 0.110 -0.979 0.157 -0.630
C -0.586049 1.148890 -0.909827 -0.196 -0.616 1.719 -0.102
O -0.841627 1.475250 1.693130 -1.158 1.398 -0.548 -1.142
C 3.875970 -1.733358 2.376481 -2.732 1.020 -0.625 0.100
Li -1.006255 3.226233 0.686256 -0.059 -1.239 0.110 0.935
H -1.605184 0.783852 -1.037203 -0.744 -0.011 0.412 0.110
H 0.867634 1.200138 0.797608 0.421 0.027 -0.941 0.135
H -2.212396 -1.944188 1.235818 0.032 0.277 -0.301 0.158
C 3.844428 -1.884522 0.856657 0.115 -2.191 -0.303 -0.670
C 1.205583 1.523347 -5.939483 -0.633 0.742 0.559 0.097
O -4.365415 0.084470 0.119763 0.172 0.741 0.222 -0.937
H 2.956720 1.850724 -5.091179 0.107 0.173 -0.024 0.465
O -1.725738 2.111366 4.328928 1.191 -0.560 -1.983 -1.264
H 2.665852 0.926968 1.142163 -0.080 -0.400 0.179 0.462
H -1.530089 -3.402012 1.846389 0.034 -0.351 -0.148 0.222
O 3.392247 1.374075 0.707806 -0.074 0.170 -0.319 -0.920
H 4.513876 -0.027047 1.911528 0.289 0.194 -0.051 0.470
H -3.459129 -5.385642 2.602667 0.482 0.025 -0.512 0.224
H 1.861932 -2.308637 2.819415 -0.392 0.096 -0.491 0.216
H 3.335229 -0.553861 -3.665433 0.061 -0.149 -0.426 0.483
O -0.553293 2.523733 -1.320338 -0.488 1.637 0.594 -1.205
O -3.656507 2.512868 5.617272 -1.480 -0.256 0.099 -0.782
O -1.656741 3.471563 6.265850 1.110 1.337 0.959 -0.728
H 1.985893 -0.533549 2.578453 -0.115 0.199 -0.133 0.131
O 3.524904 -0.220942 -2.788263 0.066 0.303 0.221 -0.927
H -4.243036 -5.174722 0.947277 0.185 -0.266 0.159 0.217
H 0.727998 0.645838 -6.375357 0.432 -0.154 -0.150 0.193
O 2.594901 1.237141 -5.734772 -0.836 -0.189 -0.680 -0.696
H -3.500085 0.340141 -0.199724 0.285 -0.151 -0.072 0.447
H -2.388101 -3.449427 0.260619 0.286 0.124 -0.071 0.217
H 2.666370 -0.132146 -2.374426 -0.145 -0.088 0.165 0.448
C 0.913749 2.731651 -6.869351 0.719 -0.514 -0.082 -0.652
Li -2.322228 2.680183 -2.537752 0.771 -0.354 0.254 0.983
C -4.125524 -4.804144 1.965587 -0.079 1.759 0.117 -0.626
H -3.664867 -2.927978 2.949571 0.227 -0.107 0.303 0.154
Li -2.492990 1.262293 2.778247 0.542 -0.060 0.406 0.964
H 3.025235 -2.514805 0.510589 0.093 -0.318 -0.053 0.201
C 0.569995 1.709669 -4.553204 0.633 -0.189 0.357 -0.629
H 3.385050 2.257496 1.076245 0.334 0.297 0.196 0.466
O 4.741306 -0.694787 2.562677 1.633 1.350 1.594 -0.707
H 3.860775 -1.027493 0.183356 -0.286 0.721 0.784 0.216
S -2.248795 2.280843 5.722330 0.018 -1.461 0.638 2.544
H -4.385574 -1.559532 1.133156 0.411 -0.188 0.601 0.462
H -4.615075 -0.657438 -0.431130 -0.353 -0.439 -0.344 0.503
O -4.652171 -2.474557 1.248318 -0.985 -0.947 -0.438 -0.753
H 2.496461 -1.401523 4.067074 0.349 0.586 0.065 0.227
H 1.205255 3.674052 -6.405658 0.405 0.038 -0.085 0.194
H 4.106413 -2.592748 3.006135 1.043 -0.282 -0.770 0.199
H -0.376270 2.246976 -4.616316 -0.318 -0.240 0.106 0.168
H 0.557192 0.771928 -3.997706 -0.760 -0.333 -0.308 0.217
H 1.238755 2.243486 -3.877999 0.232 0.824 -0.204 0.175
C -2.369217 -3.022495 1.263356 0.735 -0.304 0.136 -0.623
```
Forces are in eV/Å.